C33H71ClN5 | ωB97M-V/def2-TZVPD

HOMO-LUMO gap, eV: 9.20
Total charge: +3
Max |F|, eV Å⁻¹: 3.199
Electronic energy, hartree: -2033.00191

Cartesian coordinates (Å):
Cl (-0.986, -0.314, 0.267)
N (-1.942, 2.136, -3.658)
N (2.114, 1.714, 2.268)
N (-0.987, -3.493, 3.426)
N (1.628, -2.706, -2.273)
N (2.316, 3.381, 3.691)
C (1.748, -2.966, -0.759)
C (-1.863, -3.863, 2.105)
C (-3.060, 3.217, -3.185)
C (2.625, -3.655, -3.108)
C (2.389, 3.806, 6.111)
C (0.756, -0.612, 4.855)
C (1.800, -1.222, -2.687)
C (-0.531, -1.480, 5.035)
C (-2.747, 4.637, -3.682)
C (0.198, -3.151, -2.824)
C (2.556, 0.648, 1.406)
C (-2.845, -5.071, 3.806)
C (1.720, -4.346, -4.169)
C (0.314, -4.507, -3.553)
C (-3.607, 7.063, -4.071)
C (2.811, 4.310, 4.690)
C (-0.405, 2.668, -3.557)
C (-2.090, 0.802, -2.899)
C (-2.266, 1.606, -5.131)
C (3.096, 0.989, -2.409)
C (0.853, 2.204, 2.579)
C (4.199, 1.756, -1.711)
C (-1.700, -4.318, 4.478)
C (-1.079, -1.975, 3.741)
C (-3.153, 0.355, -5.049)
C (-3.223, -4.366, 2.547)
C (-3.926, 5.639, -3.407)
C (3.072, -0.563, -2.102)
C (-3.316, 0.097, -3.569)
C (1.198, -0.239, 6.225)
C (0.439, -3.873, 3.184)
C (3.012, 2.495, 2.937)
C (0.950, 3.306, 3.340)
H (3.162, 1.183, -3.480)
H (1.678, -3.712, -5.054)
H (1.505, -0.998, 6.944)
H (-4.247, 0.428, -3.109)
H (-0.334, -4.510, -4.429)
H (2.759, -2.871, -0.364)
H (2.233, -0.277, 1.883)
H (4.091, 2.451, 2.957)
H (-0.055, 1.796, 2.161)
H (1.988, 0.646, 0.475)
H (1.207, -2.161, -0.262)
H (1.572, -1.136, 4.355)
H (-0.967, -5.020, 4.875)
H (-3.865, -3.524, 2.805)
H (0.186, 3.919, 3.796)
H (-2.141, 1.068, -1.843)
H (-4.289, 7.877, -3.824)
H (-1.817, -3.029, 1.405)
H (-2.451, -6.045, 3.515)
H (4.637, 1.319, -0.813)
H (3.625, 0.656, 1.191)
H (-0.418, -2.296, 5.748)
H (-1.301, 1.321, -5.550)
H (-0.571, -1.619, 2.844)
H (-4.047, 5.837, -2.342)
H (-3.333, -0.957, -3.291)
H (2.681, 2.775, 6.305)
H (2.550, 5.351, 4.503)
H (0.180, -5.383, -2.919)
H (-1.278, -4.626, 1.590)
H (0.425, -4.853, 2.706)
H (-3.881, -4.950, 1.903)
H (-1.928, 4.969, -3.044)
H (0.950, -0.888, -2.092)
H (-2.561, 7.301, -3.876)
H (-2.655, -0.410, -5.644)
H (3.053, -4.427, -2.469)
H (-0.215, 3.632, -4.028)
H (-4.931, 5.362, -3.725)
H (1.337, 3.944, 6.360)
H (0.828, -3.158, 2.460)
H (0.970, -3.835, 4.135)
H (-2.145, -3.736, 5.285)
H (-1.126, 0.299, -2.982)
H (3.973, -1.112, -2.376)
H (1.302, -3.958, -0.682)
H (-3.945, 2.732, -3.597)
H (0.287, 1.900, -3.902)
H (-2.711, 2.448, -5.661)
H (5.112, 1.833, -2.300)
H (-3.806, -5.157, 4.314)
H (-3.023, 3.113, -2.101)
H (-2.090, -1.609, 3.561)
H (-1.304, -0.858, 5.487)
H (2.118, 1.352, -2.093)
H (-2.459, 4.673, -4.732)
H (-3.653, 6.927, -5.151)
H (2.064, 0.420, 6.152)
H (3.916, 2.783, -1.481)
H (-4.110, 0.479, -5.556)
H (2.102, -5.301, -4.530)
H (2.921, 4.338, 6.900)
H (3.516, -3.107, -3.415)
H (-0.364, -3.230, -1.893)
H (3.901, 4.284, 4.691)
H (2.959, -0.691, -1.026)
H (0.486, 0.381, 6.769)
H (-0.344, 2.692, -2.469)
H (-0.234, -2.326, -3.389)
H (0.600, 0.310, 4.296)
H (1.656, -1.134, -3.764)

Atoms 1-2, force components in eV/Å:
Cl 0.54 -0.17 -0.02
N 0.76 -0.33 -1.98